w:
A single C3H6N4O molecule. Source: OMol25; level of theory: ωB97M-V/def2-TZVPD.

Its orbital gap (alpha / beta) is 5.541 / 6.698 eV. Its expectation value of S² is 2.012. As for the LUMO energy (alpha / beta): 0.01629 / -0.09146 Ha. The spin multiplicity is 3. The charge is 0.

Cartesian coordinates (Å):
C  0.2639  0.7998  0.7054
C  0.5222  -0.1996  1.7815
C  -0.4503  0.3522  -1.7317
N  0.4972  2.0255  0.7278
N  0.1650  -1.4066  1.2496
N  -0.4561  -1.3504  -0.0112
N  -0.4739  0.0220  -0.3402
O  0.9766  -0.0443  2.8873
H  0.4785  0.0293  -2.2246
H  -1.2990  -0.1248  -2.2244
H  -0.5500  1.4300  -1.8393
H  0.2221  2.5657  -0.0863
H  -0.0094  -2.2297  1.8067
H  0.1132  -1.8691  -0.7006


x:
A single C3H6N4O molecule. Source: OMol25; level of theory: ωB97M-V/def2-TZVPD.

Its orbital gap (alpha / beta) is 5.384 / 6.590 eV. Its expectation value of S² is 2.011. As for the LUMO energy (alpha / beta): 0.01836 / -0.09552 Ha. The spin multiplicity is 3. The charge is 0.

Cartesian coordinates (Å):
C  1.3752  -0.7020  0.5686
C  2.6076  -0.3457  -0.3180
C  -1.0321  -0.1231  0.3529
N  1.3759  -1.6136  1.4194
N  2.0895  0.6688  -1.1163
N  0.7267  0.8932  -0.8996
N  0.3684  0.0995  0.2185
O  3.7096  -0.7309  -0.2618
H  -1.6459  0.5135  1.0316
H  -1.4736  -0.1361  -0.5956
H  -0.9954  -1.1648  0.6430
H  0.4306  -1.5834  1.9630
H  2.3313  0.6796  -2.1180
H  0.7738  1.8677  -0.5751


w is preferred energetically. Next in line: 21.6 kcal/mol higher.


w:
A molecular structure, C10H11N. Source: OMol25; level of theory: ωB97M-V/def2-TZVPD.

Its orbital gap is 8.038 eV. As for the LUMO energy: 0.03610 Ha. The charge is 0.

Cartesian coordinates (Å):
C  2.0396  0.8326  1.5979
C  2.8850  0.4073  0.5582
C  0.6483  0.6932  1.5133
C  2.3465  0.0325  -0.6653
C  0.1469  0.0590  0.3946
C  0.9694  -0.0652  -0.7578
C  -1.4671  -1.5954  -0.4938
C  -1.1493  -0.6962  -1.7014
C  -1.2732  -0.3320  0.2528
C  -2.3891  0.6324  0.6637
N  0.2140  -0.5408  -1.9180
H  2.4538  1.1944  2.4915
H  3.8619  0.6707  0.5162
H  0.1822  0.7000  2.5122
H  2.8372  -0.2258  -1.5797
H  -2.5150  -1.9509  -0.5267
H  -0.7104  -2.3249  -0.1729
H  -1.8648  -0.0934  -2.3045
H  -3.4154  0.2903  0.4052
H  -2.1567  1.6254  0.2717
H  -2.1054  0.8363  1.7207
H  0.4617  -0.1495  -2.7778


x:
A single C10H11N molecule. Source: OMol25; level of theory: ωB97M-V/def2-TZVPD.

Its SMILES is C=C=C(C)Cc1cccnc1. Its orbital gap is 9.861 eV. As for the LUMO energy: 0.02963 Ha. The charge is 0.

Cartesian coordinates (Å):
C  1.8899  2.4061  0.5646
C  0.7664  1.6805  1.0129
C  1.9943  2.6959  -0.7559
C  -0.0102  1.0736  0.0743
C  0.3094  1.3745  -1.2805
C  -1.5647  -2.1329  -0.3166
C  -2.4041  -3.0602  -0.7170
C  -1.1427  0.0966  0.2867
C  -0.7530  -1.3019  0.2684
C  0.5490  -1.7403  0.7258
N  1.1976  2.2020  -1.6830
H  2.5689  3.0935  1.2368
H  0.5789  1.5335  2.1647
H  2.8105  3.2941  -1.2464
H  -3.3555  -3.4355  -0.0923
H  -2.5251  -3.3375  -1.7792
H  -1.5740  0.2780  1.3395
H  -1.8645  0.1948  -0.4114
H  -0.1989  0.7026  -1.9995
H  0.6057  -1.9143  1.8712
H  1.3281  -0.9465  0.5243
H  0.7940  -2.7565  0.2126


w is preferred energetically. Next in line: 11.5 kcal/mol higher.